Record 1
Entry from the Open Molecules 2025 dataset: a molecular structure, C5H7NO in a non-equilibrium geometry (ωB97M-V/def2-TZVPD).

For the energy relative to the best compared isomer or geometry (same formula, charge and spin), the calculation gives 143.16 kcal per mole. For the calculated total energy, the calculation gives -8829.9947 eV. As for the spin multiplicity: 1. The frontier orbital gap comes out at 7.95 eV.

Last column: natural (NBO) charge in e.
Geometry (Å):
O (0.276, -2.689, 0.416)  -0.492
N (-0.122, 0.365, -0.877)  -0.412
C (-1.038, -0.769, -0.577)  -0.349
C (-0.235, 1.499, 0.055)  -0.311
C (0.138, -1.581, -0.021)  0.564
C (0.685, 1.088, 1.205)  -0.271
C (1.049, -0.390, -0.313)  -0.236
H (-1.833, -0.566, 0.156)  0.217
H (0.166, 0.366, 1.861)  0.152
H (0.121, 2.423, -0.416)  0.198
H (-1.276, 1.656, 0.370)  0.198
H (1.907, -0.566, -0.988)  0.245
H (-1.499, -1.194, -1.477)  0.233
H (1.662, 0.358, 0.605)  0.264


Record 2
Entry from the Open Molecules 2025 dataset: 2 unconnected molecules or ions with the total composition C7H8N2 in a non-equilibrium geometry (ωB97M-V/def2-TZVPD).

For the energy relative to the best compared isomer or geometry (same formula, charge and spin), the calculation gives 191.34 kcal per mole. For the calculated total energy, the calculation gives -10359.8852 eV. As for the spin multiplicity: 1. The frontier orbital gap comes out at 8.27 eV.

Last column: natural (NBO) charge in e.
Geometry (Å):
N (-0.466, -0.182, -2.566)  -0.435
N (1.015, -0.114, -2.420)  -0.441
C (0.739, 1.172, 0.809)  -0.193
C (0.790, -0.432, -0.987)  0.104
C (-0.559, -0.391, -1.159)  -0.009
C (-0.590, 1.219, 0.654)  -0.257
C (-1.005, -0.201, 0.236)  -0.034
C (1.196, -0.266, 0.472)  -0.309
C (-0.058, -1.036, 1.045)  -0.379
H (1.519, 1.936, 1.089)  0.230
H (-2.578, -0.713, 1.094)  0.055
H (1.529, -0.757, -3.039)  0.371
H (-1.072, 2.170, 0.796)  0.236
H (2.273, -0.444, 0.635)  0.234
H (-0.887, 0.612, -3.047)  0.380
H (-0.044, -0.896, 2.046)  0.218
H (-0.180, -2.148, 0.628)  0.229


Record 3
Entry from the Open Molecules 2025 dataset: 9 unconnected molecules or ions with the total composition C15H48O12 in a non-equilibrium geometry (ωB97M-V/def2-TZVPD).

For the energy relative to the best compared isomer or geometry (same formula, charge and spin), the calculation gives 120.30 kcal per mole. As for the SMILES: COCCOC.COCCOC.COCCOC.CO.CO.CO.O.O.O. For the calculated total energy, the calculation gives -40895.1941 eV. As for the spin multiplicity: 1. The frontier orbital gap comes out at 9.84 eV.

Last column: Mulliken charge in e.
Geometry (Å):
O (7.224, -1.462, -2.475)  -0.489
O (0.675, -8.901, -3.056)  -0.535
O (0.269, 3.751, 6.639)  -0.288
O (1.939, -4.036, -7.026)  -0.478
O (5.250, 2.513, 0.527)  -0.637
O (1.869, 1.793, 5.305)  -0.348
O (-5.915, -0.853, -0.448)  -0.355
O (-0.756, 4.189, -3.690)  -0.306
O (-1.170, 6.277, -1.541)  -0.312
O (-6.354, 0.821, 2.906)  -0.359
O (1.220, -5.373, 1.234)  -0.641
O (2.491, -2.897, -2.396)  -0.636
C (3.011, -4.139, -7.842)  -0.517
C (-5.066, -1.817, -1.003)  -0.700
C (-6.298, 0.696, 1.506)  -0.363
C (1.662, -8.845, -4.040)  -0.386
C (1.698, 1.838, 6.784)  -0.620
C (-5.644, -0.583, 0.945)  -0.413
C (-0.301, 6.983, -0.748)  -0.791
C (0.839, 1.102, 4.617)  -0.722
C (0.434, 2.504, 7.307)  -0.394
C (-6.800, -0.203, 3.815)  -0.640
C (-0.889, 4.932, -1.309)  -0.544
C (-1.381, 3.979, -2.410)  -0.498
C (-0.623, 4.611, 7.336)  -0.812
C (8.221, -2.505, -2.515)  -0.518
C (-0.781, 3.054, -4.507)  -0.717
H (2.140, -3.056, -3.273)  0.323
H (-4.569, -0.564, 1.125)  0.312
H (-0.054, 2.314, -4.175)  0.274
H (9.201, -2.055, -2.350)  0.253
H (3.133, -5.111, -8.322)  0.247
H (-0.478, 8.029, -1.001)  0.276
H (-5.429, -1.862, -2.029)  0.234
H (2.172, -9.806, -3.989)  0.189
H (-0.425, 6.868, 0.329)  0.277
H (0.883, 0.961, 3.537)  0.301
H (3.308, -2.423, -2.548)  0.315
H (5.334, 1.802, -0.108)  0.319
H (-6.024, -1.481, 1.432)  0.321
H (-5.981, -0.921, 3.782)  0.285
H (-0.527, 2.048, 7.070)  0.323
H (3.901, -3.940, -7.245)  0.199
H (-2.470, 4.036, -2.411)  0.343
H (1.155, -4.209, -7.553)  0.294
H (1.688, 0.821, 7.175)  0.374
H (-1.811, 2.699, -4.503)  0.310
H (0.677, 6.831, -1.205)  0.388
H (-1.163, 4.508, -0.342)  0.353
H (-5.188, -2.798, -0.544)  0.287
H (0.576, 0.183, 5.140)  0.318
H (-0.501, 3.282, -5.536)  0.248
H (-0.744, 5.499, 6.715)  0.277
H (1.453, -4.841, 0.473)  0.322
H (8.040, -3.157, -1.661)  0.218
H (2.376, -8.058, -3.796)  0.231
H (3.019, -3.375, -8.620)  0.255
H (0.538, 2.577, 8.389)  0.410
H (-0.174, 5.092, 8.205)  0.315
H (-1.065, 3.002, -2.046)  0.392
H (1.179, -8.768, -5.015)  0.191
H (0.450, -8.160, -2.488)  0.310
H (8.367, -3.070, -3.435)  0.254
H (-4.041, -1.448, -0.969)  0.320
H (-6.883, 0.342, 4.755)  0.227
H (-7.763, -0.617, 3.518)  0.291
H (-0.135, 1.585, 4.694)  0.242
H (-1.612, 4.230, 7.593)  0.306
H (7.346, -0.843, -3.198)  0.282
H (0.189, 4.827, -1.430)  0.307
H (0.393, -5.002, 1.542)  0.315
H (2.712, 2.114, 7.075)  0.319
H (-7.176, 0.912, 0.896)  0.328
H (4.716, 2.145, 1.230)  0.318
H (-5.551, 1.429, 1.203)  0.223


Record 4
Entry from the Open Molecules 2025 dataset: a molecular structure, C4H4O2Tm in a non-equilibrium geometry (ωB97M-V/def2-TZVPD).

Its expectation value of S² is 3.753. For the calculated total energy, the calculation gives -37832.9177 eV. As for the spin multiplicity: 4. The frontier orbital gap (spin up / spin down) comes out at 6.03 / 5.31 eV.

Last column: Löwdin spin population.
Geometry (Å):
Tm (-0.944, -1.972, 1.281)  2.769
O (-2.049, -0.083, 1.182)  0.072
O (1.159, -1.367, 0.748)  0.085
C (-1.073, 0.568, 0.574)  0.026
C (0.928, 0.451, -0.851)  0.002
C (-0.520, 0.178, -0.625)  0.024
C (1.676, -0.305, 0.276)  0.007
H (1.160, 1.514, -0.652)  0.000
H (1.346, 0.182, -1.833)  0.000
H (-0.671, 1.446, 1.113)  0.001
H (-1.010, -0.612, -1.212)  0.012


Record 5
Entry from the Open Molecules 2025 dataset: 11 unconnected molecules or ions with the total composition C31H84O11 in a non-equilibrium geometry (ωB97M-V/def2-TZVPD).

For the energy relative to the best compared isomer or geometry (same formula, charge and spin), the calculation gives 142.60 kcal per mole. As for the SMILES: CC(C)O.CC(C)O.CC(C)O.CC(C)O.CC(C)O.CC(C)O.CC(C)O.CC(C)O.CC(C)O.CC(C)O.CO. For the calculated total energy, the calculation gives -56025.7358 eV. As for the spin multiplicity: 1. The frontier orbital gap comes out at 9.96 eV.

Last column: Mulliken charge in e.
Geometry (Å):
O (-0.180, 3.453, 7.905)  -0.567
O (0.881, 0.076, -9.602)  -0.551
O (2.915, 6.025, -5.006)  -0.550
O (1.663, -9.497, 5.638)  -0.540
O (-3.458, 6.111, 0.937)  -0.556
O (-4.320, -2.240, -1.793)  -0.485
O (-8.586, -1.270, 5.017)  -0.537
O (8.067, -0.565, -5.229)  -0.520
O (0.532, -2.950, -0.603)  -0.533
O (0.207, -8.519, -1.726)  -0.550
O (3.317, 5.296, 4.057)  -0.560
C (2.784, -7.740, 4.367)  -1.246
C (-0.797, -9.443, -1.400)  0.858
C (-1.205, 2.675, 7.539)  0.545
C (-6.468, -0.145, 4.780)  -1.242
C (1.756, 6.741, -4.376)  0.555
C (1.265, -1.851, -0.057)  0.435
C (-4.813, -1.457, -2.950)  -0.549
C (1.391, -0.824, -1.077)  -1.211
C (0.435, -1.396, 1.173)  -1.202
C (7.364, 0.614, -4.924)  0.336
C (-1.034, 0.364, -8.325)  -1.135
C (2.108, 7.022, -2.967)  -1.307
C (-0.894, -10.479, -2.418)  -1.263
C (4.535, 4.613, 3.481)  0.549
C (6.312, 0.989, -6.064)  -1.195
C (-0.725, 1.321, 7.253)  -1.200
C (5.228, 3.991, 4.678)  -1.151
C (0.506, -7.430, 5.469)  -1.233
C (8.217, 1.858, -4.565)  -1.211
C (1.297, 7.957, -5.117)  -1.206
C (-2.252, 2.726, 8.677)  -1.295
C (-0.523, -1.811, -9.375)  -1.271
C (1.820, -8.116, 5.478)  0.652
C (-2.105, 4.179, 0.745)  -1.111
C (-2.097, -8.811, -1.064)  -1.585
C (5.470, 5.433, 2.621)  -1.287
C (0.053, -0.604, -8.634)  0.301
C (-8.777, 1.036, 4.366)  -1.183
C (-3.171, 5.097, 0.028)  0.584
C (-7.994, -0.055, 5.184)  0.479
C (-4.600, 4.540, -0.271)  -1.437
H (1.846, -1.310, -1.940)  0.335
H (-0.019, -11.123, -2.511)  0.325
H (6.082, 4.672, 2.138)  0.335
H (-5.077, -0.447, -2.636)  0.247
H (-8.578, 1.003, 3.295)  0.283
H (3.080, 6.024, 3.478)  0.290
H (8.803, 1.725, -3.655)  0.319
H (-0.776, 1.219, -7.700)  0.292
H (5.476, 1.524, -5.613)  0.336
H (-5.180, 4.100, 0.540)  0.342
H (0.037, -7.764, 6.394)  0.301
H (1.840, 0.089, -0.687)  0.340
H (-2.516, -8.092, -1.768)  0.413
H (8.378, -0.418, -6.125)  0.338
H (-1.923, -0.156, -7.968)  0.319
H (3.008, -6.673, 4.355)  0.329
H (2.478, -9.959, 5.425)  0.303
H (2.278, -7.752, 6.398)  0.085
H (0.519, -2.092, 2.007)  0.321
H (-1.233, -1.583, -10.170)  0.361
H (1.326, 7.529, -2.401)  0.370
H (-8.693, 2.038, 4.787)  0.337
H (-3.255, 2.537, 8.294)  0.313
H (-2.868, -9.580, -1.007)  0.379
H (-0.160, -7.603, 4.623)  0.328
H (3.042, 7.583, -2.969)  0.351
H (-1.706, -11.150, -2.137)  0.344
H (-2.666, 3.445, 1.323)  0.292
H (-1.467, 0.796, -9.227)  0.307
H (0.432, -0.588, -1.539)  0.269
H (6.189, 6.113, 3.078)  0.345
H (5.848, 4.795, 5.073)  0.309
H (-2.117, -8.290, -0.106)  0.366
H (0.275, 3.943, 7.216)  0.304
H (-5.223, 5.288, -0.761)  0.427
H (2.242, -7.852, 3.428)  0.313
H (2.083, 8.712, -5.095)  0.310
H (-0.637, -9.927, -0.436)  0.104
H (-5.984, 0.825, 4.887)  0.346
H (2.631, 5.708, -5.867)  0.293
H (0.538, -0.925, -7.712)  0.310
H (-1.488, 0.825, 6.653)  0.312
H (0.936, 7.782, -6.131)  0.370
H (-2.809, 5.567, -0.887)  0.178
H (8.938, 2.052, -5.358)  0.308
H (3.661, -8.387, 4.373)  0.362
H (-5.763, -1.673, -3.439)  0.289
H (2.264, -2.174, 0.236)  0.262
H (-4.643, 3.803, -1.072)  0.339
H (-1.097, -9.936, -3.341)  0.299
H (-1.694, 3.635, -0.106)  0.304
H (-5.988, -1.006, 5.245)  0.322
H (-9.855, 0.914, 4.474)  0.369
H (6.815, 1.581, -6.829)  0.343
H (4.540, 3.606, 5.432)  0.318
H (-2.247, 3.738, 9.082)  0.326
H (-7.984, 0.200, 6.244)  0.188
H (2.219, 6.062, -2.464)  0.293
H (0.898, -0.485, 1.552)  0.323
H (-4.241, 6.572, 0.629)  0.310
H (5.832, 0.074, -6.409)  0.342
H (6.767, 0.372, -4.045)  0.259
H (0.656, -6.352, 5.532)  0.345
H (0.323, 0.116, -10.383)  0.354
H (0.414, 8.313, -4.587)  0.321
H (-9.534, -1.262, 5.171)  0.316
H (4.115, 3.908, 2.763)  0.169
H (-4.091, -1.507, -3.765)  0.215
H (-0.087, -7.608, -1.657)  0.311
H (-1.619, 3.046, 6.602)  0.286
H (0.268, -2.459, -9.752)  0.336
H (-1.876, 2.112, 9.496)  0.351
H (4.966, 6.074, 1.898)  0.355
H (-1.292, 4.671, 1.280)  0.329
H (-0.827, 0.795, 8.203)  0.275
H (-0.397, -2.710, -0.637)  0.327
H (-5.107, -2.499, -1.309)  0.284
H (7.711, 2.767, -4.238)  0.347
H (0.966, 5.990, -4.353)  0.200
H (5.695, 3.061, 4.352)  0.327
H (0.304, 1.084, 6.983)  0.348
H (-1.134, -2.407, -8.697)  0.376
H (-6.381, -0.384, 3.721)  0.323
H (-0.614, -1.165, 0.986)  0.334


What is the calculated total energy in the third record?
-40895.1941 eV